#1
# C21H28N4O3S

One molecule with the formula C21H28N4O3S (ωB97M-V/def2-TZVPD, the OMol25 dataset).

Values from the calculation:
- E_HOMO: -7.899 eV
- SMILES: CCCSCCCNC(=O)Cn1nc(CC)n2c(cc3c(OC)cccc32)c1=O
- Kohn-Sham gap: 8.23 eV
- LUMO energy: 0.3 eV

```
! RIJCOSX wB97M-V def2-TZVPD def2/J DEFGRID3
* xyz 0 1
H -0.25 -2.34 4.50
N 1.33 -2.82 1.81
C 1.17 1.22 1.45
O 2.91 -0.50 -0.29
H 2.04 -1.82 -4.10
C -0.42 5.08 2.67
C 0.22 1.50 2.47
H 1.28 0.06 -1.89
C 2.85 -3.25 0.05
C 1.35 -0.13 1.45
C 2.19 -0.94 0.60
C 0.20 -1.46 -3.01
C -1.08 0.25 4.12
C -2.06 2.69 -5.61
N 2.12 -2.28 0.86
C 1.45 -2.29 -3.31
S -0.90 0.90 -2.03
H -3.09 2.94 -5.35
H -1.85 0.33 -4.16
H -2.30 1.47 5.34
C -1.83 1.25 -3.57
H -1.51 5.11 2.53
H 0.05 5.82 2.02
O 0.11 3.84 2.28
C -1.59 1.46 4.53
H 0.14 -3.84 3.64
H 2.76 -1.62 -1.79
H 3.85 -2.86 -0.13
C -0.16 0.27 3.07
H -2.84 1.48 -3.24
O 1.45 -4.46 -1.51
H -1.63 3.52 -6.17
H 2.87 -4.18 0.61
C -1.71 -2.95 3.01
H -2.34 -3.46 3.74
C -1.24 2.41 -4.36
H -0.32 -1.91 -2.17
C 0.54 -0.01 -2.68
H -0.19 5.31 3.71
C 0.58 -2.10 2.55
H -1.68 3.58 4.33
H 1.65 1.93 0.81
C 2.11 -3.47 -1.28
H -0.21 2.18 -4.64
C -0.28 -2.84 3.53
H -1.39 -0.65 4.60
H -1.22 3.30 -3.72
N 0.54 -0.73 2.43
H -2.08 1.82 -6.26
H -1.73 -3.52 2.09
H 1.15 -3.29 -3.63
C -0.32 2.72 2.91
N 2.28 -2.45 -2.14
H -0.46 -1.50 -3.88
H 0.91 0.52 -3.55
H -2.14 -1.97 2.82
C -1.23 2.68 3.95
*
```

#2
# C21H28N4O3S

One molecule with the formula C21H28N4O3S (ωB97M-V/def2-TZVPD, the OMol25 dataset).

Values from the calculation:
- E_HOMO: -8.228 eV
- SMILES: CN(C)S(=O)(=O)N(CC(=O)N1CCN(Cc2ccccc2)CC1)c1ccccc1
- Kohn-Sham gap: 8.84 eV
- LUMO energy: 0.6 eV

```
! RIJCOSX wB97M-V def2-TZVPD def2/J DEFGRID3
* xyz 0 1
H 2.15 -1.95 -0.41
H -5.27 -0.16 0.81
H -1.67 4.13 0.99
O -2.87 -2.31 -1.59
N 0.70 -0.89 0.63
H -0.60 0.48 -1.37
C 5.62 0.47 0.22
C -2.93 1.34 -0.45
C -3.67 3.95 0.25
H 2.92 -0.12 3.05
C 6.27 1.45 -0.50
C 7.29 1.12 -1.38
C -1.16 -0.31 -0.85
C -0.60 -0.56 0.55
H 5.48 -1.62 0.62
C -4.63 -0.80 1.41
H -2.48 -2.32 1.84
H -3.86 -3.45 1.79
N 3.38 -0.08 1.02
C -3.23 -2.79 1.19
H -5.57 3.45 -0.59
H -2.74 -3.37 0.41
C -4.57 3.11 -0.37
C 6.00 -0.86 0.06
C 2.41 0.03 2.09
H 1.18 -0.86 -1.42
H -3.85 -0.20 1.89
H 7.29 -2.23 -0.95
H -5.23 -1.30 2.18
O -4.81 -0.82 -1.59
O -1.31 -0.49 1.54
H 8.45 -0.47 -2.23
H 7.79 1.89 -1.94
H 3.48 0.04 -1.05
N -4.06 -1.81 0.55
C 7.01 -1.20 -0.82
H 2.25 1.11 -0.33
H -1.02 1.88 0.40
C 4.52 0.81 1.19
C 1.34 -1.04 1.92
H 4.89 0.67 2.21
H -3.95 4.96 0.53
H 5.98 2.49 -0.38
C 7.66 -0.21 -1.54
C 2.73 0.12 -0.26
C 1.66 -0.97 -0.45
N -2.56 0.04 -0.83
H 1.80 -2.03 1.98
H 0.57 -0.95 2.69
H -1.10 -1.24 -1.43
H 4.23 1.87 1.08
C -4.21 1.82 -0.72
S -3.62 -1.27 -0.95
C -2.02 2.20 0.16
H -4.92 1.19 -1.23
C -2.39 3.49 0.51
H 1.93 1.03 2.11
*
```

Energies relative to the most stable structure are #1 0.0000; #2 0.0349, reported in hartree.

#1
# C8H12N

An isolated ion of composition C8H12N and charge +1 (ωB97M-V/def2-TZVPD, the OMol25 dataset).

Values from the calculation:
- E_HOMO: -13.260 eV
- SMILES: C=C=C/C=C\C=[N+](C)C
- Kohn-Sham gap: 8.35 eV
- LUMO energy: -4.9 eV

```
! RIJCOSX wB97M-V def2-TZVPD def2/J DEFGRID3
* xyz 1 1
H -2.62 1.00 -1.65
C 1.56 -0.11 1.40
H 2.28 0.12 2.30
H 2.01 1.76 0.69
H -2.53 2.25 -0.50
C 1.56 -2.45 -1.09
C 0.26 1.26 -0.28
H 1.01 -1.97 2.36
C -1.67 -0.03 0.46
H -2.81 0.15 0.27
N -0.99 0.85 -0.34
H 0.76 -2.39 -1.85
H -1.30 2.14 -1.96
C 1.38 -2.12 0.17
C 1.23 -1.54 1.36
H -1.39 -1.07 0.24
C 1.31 0.95 0.58
C -1.91 1.65 -1.18
H -1.28 0.17 1.43
H 0.50 2.04 -0.98
H 2.65 -2.65 -1.42
*
```

#2
# C8H12N

An isolated ion of composition C8H12N and charge +1 (ωB97M-V/def2-TZVPD, the OMol25 dataset).

Values from the calculation:
- E_HOMO: -14.585 eV
- SMILES: CCC=[N+]=C1C[C@@H]2C[C@H]12
- Kohn-Sham gap: 10.36 eV
- LUMO energy: -4.2 eV

```
! RIJCOSX wB97M-V def2-TZVPD def2/J DEFGRID3
* xyz 1 1
H 1.88 1.23 -0.57
H -3.93 -0.61 0.61
H -1.83 1.40 1.45
C -0.84 -0.24 0.28
C -1.92 0.73 0.58
H -1.53 -1.53 -1.31
C 2.41 0.76 0.20
C -2.71 1.01 -0.70
N 0.29 -0.38 0.84
H -1.67 -2.24 0.34
H -3.62 1.61 -0.49
C -2.90 -0.38 0.06
C 3.35 -0.24 -0.66
H 3.55 -1.05 -0.09
C 1.51 -0.17 1.02
H 1.92 -0.62 1.91
H 2.86 -0.35 -1.63
H -2.35 1.02 -1.63
C -1.76 -1.38 -0.29
H 4.25 0.25 -0.81
H 3.06 1.21 0.87
*
```

Energies relative to the most stable structure are #1 0.0000; #2 0.0019, reported in hartree.

#1
# H18O9

A 9-piece molecular cluster, H18O9 overall (ωB97M-V/def2-TZVPD, the OMol25 dataset).

Values from the calculation:
- E_HOMO (alpha / beta): -0.467 / -7.770 eV
- Kohn-Sham gap (alpha / beta): 3.28 / 10.43 eV
- LUMO energy (alpha / beta): 2.8 / 2.7 eV
- Expectation value of S²: 0.75

```
! RIJCOSX wB97M-V def2-TZVPD def2/J DEFGRID3
* xyz -1 2
O -29.80 16.25 3.33
H -30.08 17.13 3.58
H -33.47 20.94 8.68
O -30.62 19.05 7.94
H -29.80 18.56 7.84
O -31.31 17.01 6.26
H -27.97 18.30 3.87
H -32.93 18.28 9.32
H -30.41 19.74 8.56
O -29.16 14.21 5.96
H -31.39 17.51 7.07
H -32.70 15.88 5.99
O -31.28 18.95 4.38
O -33.51 15.37 5.93
H -32.57 18.23 10.79
H -31.14 17.66 5.58
H -31.70 18.92 3.52
O -33.21 17.90 10.16
O -33.43 20.48 7.84
H -28.87 16.23 3.54
H -28.27 14.47 5.74
H -31.54 19.80 4.74
O -27.77 17.63 4.52
H -28.20 17.93 5.32
H -32.53 20.15 7.80
H -34.20 15.99 6.15
H -29.63 15.03 6.07
*
```

#2
# H18O9

A 9-piece molecular cluster, H18O9 overall (ωB97M-V/def2-TZVPD, the OMol25 dataset).

Values from the calculation:
- E_HOMO (alpha / beta): 0.438 / -7.793 eV
- Kohn-Sham gap (alpha / beta): 2.24 / 10.65 eV
- LUMO energy (alpha / beta): 2.7 / 2.9 eV
- Expectation value of S²: 0.75

```
! RIJCOSX wB97M-V def2-TZVPD def2/J DEFGRID3
* xyz -1 2
O -8.61 -6.09 -3.06
H -10.50 -7.34 -4.39
H -9.97 -8.12 -0.98
H -6.36 -9.73 -0.73
H -9.43 -7.57 -2.28
H -7.73 -10.07 -1.28
H -12.19 -7.15 0.53
H -13.01 -6.36 1.52
H -11.07 -9.32 -3.15
O -9.07 -9.37 0.22
H -9.99 -7.44 -5.81
H -11.59 -4.13 -3.53
H -8.28 -6.16 -3.96
O -11.50 -10.15 -3.37
O -12.11 -6.52 1.25
H -9.51 -10.22 0.28
H -13.05 -10.04 0.52
H -8.27 -5.26 -2.74
O -6.80 -10.30 -1.35
O -11.25 -4.92 -3.96
H -12.27 -9.90 -3.87
O -10.19 -8.02 -1.90
O -10.03 -7.92 -4.98
O -13.09 -9.71 -0.37
H -12.26 -9.98 -0.77
H -8.81 -9.17 1.11
H -10.47 -5.15 -3.45
*
```

Energies relative to the most stable structure are #1 0.0000; #2 0.0138, reported in hartree.

#1
# C3H4ClF

One molecule with the formula C3H4ClF (ωB97M-V/def2-TZVPD, the OMol25 dataset).

Values from the calculation:
- E_HOMO: -10.358 eV
- SMILES: C=C[C@@H](F)Cl
- Kohn-Sham gap: 11.16 eV
- LUMO energy: 0.8 eV

```
! RIJCOSX wB97M-V def2-TZVPD def2/J DEFGRID3
* xyz 0 1
Cl -2.41 -0.36 -0.37
H 2.13 -1.15 -0.60
C 0.30 -0.39 0.34
H -1.20 0.76 1.43
H 0.12 -1.26 0.90
C -1.00 0.54 0.33
C 1.31 -0.37 -0.57
H 1.47 0.51 -1.14
F -0.72 1.72 -0.32
*
```

#2
# C3H4ClF

One molecule with the formula C3H4ClF (ωB97M-V/def2-TZVPD, the OMol25 dataset).

Values from the calculation:
- E_HOMO: -9.931 eV
- SMILES: F[C@@H]1C[C@H]1Cl
- Kohn-Sham gap: 11.03 eV
- LUMO energy: 1.1 eV

```
! RIJCOSX wB97M-V def2-TZVPD def2/J DEFGRID3
* xyz 0 1
C 0.86 -0.19 -0.17
H 1.62 0.46 0.32
F -1.21 0.18 -1.41
C -0.48 0.63 -0.37
C -0.35 -0.55 0.57
Cl -0.22 -0.10 2.32
H -0.51 1.69 -0.22
H -0.81 -1.39 0.03
H 1.11 -0.73 -1.08
*
```

#3
# C3H4ClF

One molecule with the formula C3H4ClF (ωB97M-V/def2-TZVPD, the OMol25 dataset).

Values from the calculation:
- E_HOMO: -10.130 eV
- SMILES: F/C=C/CCl
- Kohn-Sham gap: 11.02 eV
- LUMO energy: 0.9 eV

```
! RIJCOSX wB97M-V def2-TZVPD def2/J DEFGRID3
* xyz 0 1
C 0.99 -0.82 0.08
F 2.32 -0.77 -0.20
C 0.53 0.37 0.01
H -1.58 1.13 0.87
Cl -2.02 -0.91 -0.12
C -1.00 0.68 -0.05
H 0.78 -2.02 0.53
H 1.26 1.29 -0.10
H -1.28 1.05 -1.02
*
```

Energies relative to the most stable structure are #1 0.0000; #2 0.0209; #3 0.0474, reported in hartree.

#1
# C2H7OPS

A 2-piece molecular cluster, C2H7OPS overall (ωB97M-V/def2-TZVPD, the OMol25 dataset).

Values from the calculation:
- E_HOMO (alpha / beta): -9.587 / -7.072 eV
- Kohn-Sham gap (alpha / beta): 9.62 / 4.64 eV
- LUMO energy (alpha / beta): 0.0 / -2.4 eV

```
! RIJCOSX wB97M-V def2-TZVPD def2/J DEFGRID3
* xyz 0 1
H 2.04 1.97 -0.69
H 1.57 2.04 1.08
S -3.71 0.50 -0.21
H -0.40 -2.57 0.71
P -0.13 -0.18 0.89
C 1.95 1.42 0.24
H 0.74 -1.82 -0.55
H 2.95 0.91 0.36
H -4.50 1.07 -1.04
H -1.24 -1.93 -0.65
C -0.30 -1.78 -0.01
O 1.03 0.38 -0.13
*
```

#2
# C2H7OPS

A 2-piece molecular cluster, C2H7OPS overall (ωB97M-V/def2-TZVPD, the OMol25 dataset).

Values from the calculation:
- E_HOMO (alpha / beta): -8.445 / -8.311 eV
- Kohn-Sham gap (alpha / beta): 7.04 / 6.97 eV
- LUMO energy (alpha / beta): -1.4 / -1.3 eV

```
! RIJCOSX wB97M-V def2-TZVPD def2/J DEFGRID3
* xyz 0 1
H 1.27 -0.66 1.30
C 1.10 0.24 -1.30
C 0.27 -0.14 1.21
H 0.28 0.93 1.47
H 0.91 0.30 -2.39
O -0.31 -1.98 -0.62
H 2.07 -0.13 -1.10
H 1.09 1.24 -0.92
H -2.60 1.31 0.55
H -0.42 -0.59 1.84
S -0.40 -0.53 -0.47
P -3.24 0.02 0.43
*
```

Energies relative to the most stable structure are #1 0.0000; #2 0.0389, reported in hartree.

#1
# C8H16N2

A 2-piece molecular cluster, C8H16N2 overall (ωB97M-V/def2-TZVPD, the OMol25 dataset).

Values from the calculation:
- E_HOMO (alpha / beta): -14.240 / -14.239 eV
- Kohn-Sham gap (alpha / beta): 10.49 / 6.38 eV
- LUMO energy (alpha / beta): -3.7 / -7.9 eV
- Expectation value of S²: 0.76

```
! RIJCOSX wB97M-V def2-TZVPD def2/J DEFGRID3
* xyz 1 2
C 2.63 0.44 -0.69
C -1.52 -1.39 0.08
H -1.49 -1.66 2.13
H 1.18 1.98 -1.41
C 1.48 1.39 -0.55
H -2.93 0.91 1.42
C -0.66 -2.78 -1.35
H 2.77 -0.19 0.21
C 1.83 2.45 0.51
H 1.97 2.04 1.50
H 0.61 0.83 -0.18
N -0.77 -1.59 -2.00
H -3.14 -1.51 1.33
H -2.13 0.38 2.95
H -1.20 0.92 1.63
H -0.67 -1.33 -2.97
C -2.11 0.35 1.85
H -1.20 0.33 -1.48
N -1.17 -2.70 -0.11
H 2.51 -0.53 -1.23
H 1.21 3.35 0.43
C -1.13 -0.67 -1.06
H -0.21 -3.74 -1.55
H 3.58 0.87 -0.95
C -2.13 -1.12 1.43
H 2.70 2.95 0.06
*
```

#2
# C8H16N2

A 2-piece molecular cluster, C8H16N2 overall (ωB97M-V/def2-TZVPD, the OMol25 dataset).

Values from the calculation:
- E_HOMO (alpha / beta): -12.905 / -12.905 eV
- Kohn-Sham gap (alpha / beta): 8.89 / 5.05 eV
- LUMO energy (alpha / beta): -4.0 / -7.9 eV
- Expectation value of S²: 0.76

```
! RIJCOSX wB97M-V def2-TZVPD def2/J DEFGRID3
* xyz 1 2
C -1.08 -1.09 2.18
C 2.92 -0.64 -3.67
H 3.21 -0.06 -4.53
H 1.09 -0.35 -1.30
C 4.03 1.29 -2.38
H 3.77 2.04 -1.63
H 2.26 0.67 -0.48
H -3.01 2.45 1.31
H -3.98 -1.06 0.80
N -1.34 0.16 2.43
H 4.77 0.67 -1.85
H 4.44 1.81 -3.23
H 3.87 -1.13 -3.43
C -3.09 -0.86 1.38
H -3.02 2.16 2.91
H -0.20 -1.65 2.50
N -2.18 -1.76 1.67
C 2.77 0.50 -2.63
C -3.28 1.63 2.00
H 2.05 -1.28 -3.82
C -2.52 0.40 1.84
H -4.35 1.42 1.93
C 2.12 0.00 -1.34
H -2.11 -2.71 1.34
H 2.71 -0.90 -1.10
H 2.06 1.21 -3.07
*
```

Energies relative to the most stable structure are #1 0.0252; #2 0.0000, reported in hartree.

#1
# C5H16N4

C5H16N4 as an isolated structure (ωB97M-V/def2-TZVPD, the OMol25 dataset).

Values from the calculation:
- E_HOMO: -5.564 eV
- Kohn-Sham gap: 6.44 eV
- LUMO energy: 0.9 eV

```
! RIJCOSX wB97M-V def2-TZVPD def2/J DEFGRID3
* xyz 0 1
H 0.40 0.34 2.43
H -0.97 1.83 1.21
H -0.25 0.97 -2.40
H 0.44 2.60 1.04
H -1.63 -0.12 -2.58
H 2.60 -0.48 2.18
C -1.11 0.54 -1.87
H 1.72 1.91 -0.81
N 1.90 -0.90 1.58
C 0.01 -1.47 -1.16
H 0.95 -1.25 -1.66
H -2.01 -0.07 1.37
N -0.20 1.97 0.57
H 2.52 0.70 0.04
H 0.25 -2.10 -0.31
C 0.67 -0.14 1.50
C 0.49 0.71 0.30
H -1.73 -1.74 0.97
H -0.63 -2.04 -1.84
C -1.88 -0.76 0.55
H 1.85 -1.89 1.81
H -1.73 1.37 -1.56
H -2.70 -0.71 -0.16
N 1.68 0.96 -0.46
N -0.64 -0.24 -0.73
*
```

#2
# C5H16N4

C5H16N4 as an isolated structure (ωB97M-V/def2-TZVPD, the OMol25 dataset).

Values from the calculation:
- E_HOMO: -7.770 eV
- Kohn-Sham gap: 8.75 eV
- LUMO energy: 1.0 eV

```
! RIJCOSX wB97M-V def2-TZVPD def2/J DEFGRID3
* xyz 0 1
H -0.71 0.38 1.72
N -1.01 -0.81 0.65
H 0.00 -1.02 0.39
N -0.67 1.33 1.03
H 0.65 1.30 0.79
C 2.36 -2.28 -0.41
C -2.93 0.67 0.19
H -3.45 -0.04 -0.46
H -3.24 0.48 1.22
H 3.46 -2.19 -0.45
H 3.52 -0.07 0.13
H 2.59 1.88 0.77
H -1.59 -1.58 0.33
H -1.17 1.75 -1.68
C -0.94 0.72 -1.38
H -3.22 1.68 -0.10
N 1.90 1.19 0.50
H 2.12 -3.08 0.30
H 2.01 -2.59 -1.39
H -1.10 2.24 1.17
C 2.43 0.00 0.19
N 1.71 -1.06 -0.01
C -1.41 0.49 0.05
H -1.44 0.04 -2.06
H 0.14 0.57 -1.45
*
```

Energies relative to the most stable structure are #1 0.1182; #2 0.0000, reported in hartree.